Entry 1:
The molecule C3H4NO2P. Source: the OMol25 dataset; level of theory: ωB97M-V with the def2-TZVPD basis set.

Properties
- Relative energy (zero: lowest compared OMol25 entry of this formula, charge and spin): 75.4 kcal/mol
- E_HOMO (alpha / beta): -7.937 / -7.924 eV
- HOMO-LUMO gap (alpha / beta): 7.00 / 7.00 eV
- E_tot: -663.142591 hartree

Each atom is followed by the atoms it is bonded to, with distances in Å.
CARTESIAN COORDINATES (ANGSTROEM)
1 C -0.792 0.665 0.899  C2 1.342, O5 1.376, H8 1.005
2 C -0.809 0.289 -0.388  C1 1.342, O6 1.410, H9 1.085
3 C 1.450 -0.074 -0.766  N4 1.246, O6 1.386, H10 1.075
4 N 1.697 -0.934 0.102  C3 1.246, H11 1.042
5 O 0.310 1.250 1.480  C1 1.376, P7 1.583
6 O 0.293 0.528 -1.234  C2 1.410, C3 1.386
7 P 0.571 1.766 2.953  O5 1.583
8 H -1.713 0.418 1.215  C1 1.005
9 H -1.700 -0.110 -0.864  C2 1.085
10 H 2.316 0.455 -1.120  C3 1.075
11 H 1.090 -1.568 0.664  N4 1.042

---

Entry 2:
The molecule C3H4NO2P. Source: the OMol25 dataset; level of theory: ωB97M-V with the def2-TZVPD basis set.

Properties
- Expectation value of S²: 2.030
- Relative energy (zero: lowest compared OMol25 entry of this formula, charge and spin): 113.6 kcal/mol
- E_HOMO (alpha / beta): -5.786 / -8.935 eV
- HOMO-LUMO gap (alpha / beta): 6.54 / 5.40 eV
- E_tot: -662.983787 hartree
- 2S+1: 3

Each atom is followed by the atoms it is bonded to, with distances in Å.
CARTESIAN COORDINATES (ANGSTROEM)
1 C 0.597 1.325 2.255  N4 1.224, H8 1.086, H9 1.058
2 C -1.355 -1.259 -1.766  P7 1.629, H10 1.100, H11 1.078
3 C 0.988 -0.452 -1.228  O5 1.142, P7 1.750
4 N 1.004 1.199 1.107  C1 1.224, O6 1.371
5 O 2.014 -0.895 -0.988  C3 1.142
6 O 0.201 0.421 0.314  N4 1.371, P7 2.057
7 P -0.611 0.176 -1.560  C2 1.629, C3 1.750, O6 2.057
8 H 1.140 2.017 2.893  C1 1.086
9 H -0.247 0.786 2.596  C1 1.058
10 H -2.375 -1.006 -2.090  C2 1.100
11 H -1.356 -2.311 -1.532  C2 1.078

---

Entry 3:
The ion C3H4NO2S with charge -1. Source: the OMol25 dataset; level of theory: ωB97M-V with the def2-TZVPD basis set.

Properties
- Charge: -1
- Relative energy (zero: lowest compared OMol25 entry of this formula, charge and spin): 25.0 kcal/mol
- E_HOMO: -3.150 eV
- HOMO-LUMO gap: 6.60 eV
- E_tot: -720.147126 hartree
- SMILES: [H]/N=C(\OC)C([O-])=S

Each atom is followed by the atoms it is bonded to, with distances in Å.
CARTESIAN COORDINATES (ANGSTROEM)
1 H 0.742 -0.320 1.918  N2 1.066
2 N 1.753 -0.088 1.673  H1 1.066, C3 1.250
3 C 1.958 0.275 0.494  N2 1.250, O4 1.360, C6 1.700
4 O 1.248 0.357 -0.663  C3 1.360, C5 1.395
5 C -0.116 0.078 -0.757  O4 1.395, H9 1.151, H10 1.076, H11 1.089
6 C 3.568 0.502 -0.003  C3 1.700, O7 1.203, S8 1.640
7 O 4.129 1.564 0.053  C6 1.203
8 S 4.212 -0.935 -0.462  C6 1.640
9 H -0.643 -0.339 0.177  C5 1.151
10 H -0.391 -0.593 -1.553  C5 1.076
11 H -0.581 1.048 -0.927  C5 1.089

---

Entry 4:
The ion C3H4NO4P with charge -2. Source: the OMol25 dataset; level of theory: ωB97M-V with the def2-TZVPD basis set.

Properties
- Charge: -2
- Relative energy (zero: lowest compared OMol25 entry of this formula, charge and spin): 39.7 kcal/mol
- E_HOMO: 0.418 eV
- HOMO-LUMO gap: 5.82 eV
- E_tot: -813.785811 hartree
- SMILES: CO[C@H](C#N)P(=O)([O-])[O-]

Each atom is followed by the atoms it is bonded to, with distances in Å.
CARTESIAN COORDINATES (ANGSTROEM)
1 C 0.453 0.139 0.835  O2 1.399, H10 1.310, H11 1.117, H12 1.132
2 O -0.744 -0.561 0.646  C1 1.399, C3 1.427
3 C -1.596 0.176 -0.230  O2 1.427, C4 1.417, P6 2.005, H13 1.134
4 C -1.745 1.555 0.060  C3 1.417, N5 1.158
5 N -1.651 2.695 0.238  C4 1.158
6 P -3.542 -0.281 -0.078  C3 2.005, O7 1.544, O8 1.548, O9 1.480
7 O -3.934 0.369 1.267  P6 1.544
8 O -4.060 0.456 -1.336  P6 1.548
9 O -3.529 -1.759 -0.153  P6 1.480
10 H 1.319 -0.823 0.630  C1 1.310
11 H 0.552 0.398 1.917  C1 1.117
12 H 0.653 0.999 0.128  C1 1.132
13 H -1.448 0.157 -1.354  C3 1.134

---

Entry 5:
The molecule C3H4NOP. Source: the OMol25 dataset; level of theory: ωB97M-V with the def2-TZVPD basis set.

Properties
- Expectation value of S²: 2.010
- Relative energy (zero: lowest compared OMol25 entry of this formula, charge and spin): 5.7 kcal/mol
- E_HOMO (alpha / beta): -7.385 / -11.847 eV
- HOMO-LUMO gap (alpha / beta): 7.24 / 9.37 eV
- E_tot: -587.891808 hartree
- 2S+1: 3

Each atom is followed by the atoms it is bonded to, with distances in Å.
CARTESIAN COORDINATES (ANGSTROEM)
1 C -4.308 0.329 0.003  N4 1.145, P6 1.889
2 C 0.190 -0.388 -0.029  C3 1.489, H7 1.107, H8 1.036, H9 1.029
3 C -0.942 0.553 -0.257  C2 1.489, P6 1.742, H10 1.115
4 N -5.389 0.705 -0.007  C1 1.145
5 O -2.365 -1.596 -0.086  P6 1.431
6 P -2.489 -0.177 0.065  C1 1.889, C3 1.742, O5 1.431
7 H 1.140 0.164 -0.163  C2 1.107
8 H 0.351 -0.619 0.968  C2 1.036
9 H -0.055 -1.249 -0.535  C2 1.029
10 H -0.655 1.631 -0.285  C3 1.115

---

Entry 6:
A cluster of 2 separate species, C3H4NOS2 in total. Source: the OMol25 dataset; level of theory: ωB97M-V with the def2-TZVPD basis set.

Properties
- Charge: -1
- Relative energy (zero: lowest compared OMol25 entry of this formula, charge and spin): 34.1 kcal/mol
- E_HOMO: -2.870 eV
- HOMO-LUMO gap: 6.02 eV
- E_tot: -1043.098992 hartree

Each atom is followed by the atoms it is bonded to, with distances in Å.
CARTESIAN COORDINATES (ANGSTROEM)
1 C -0.847 0.379 0.612  C3 1.368, N4 1.361, S7 1.680
2 C 1.530 -1.031 -0.588  O5 1.187, S6 1.620
3 C -0.834 -0.512 -0.425  C1 1.368, H8 1.112, H9 1.140
4 N -0.382 1.657 0.547  C1 1.361, H10 1.011, H11 1.044
5 O 1.955 -0.038 -0.095  C2 1.187
6 S 1.708 -2.455 -1.340  C2 1.620
7 S -1.672 0.059 2.040  C1 1.680
8 H -1.023 -1.601 -0.309  C3 1.112
9 H -0.914 -0.161 -1.507  C3 1.140
10 H 0.149 1.995 -0.243  N4 1.011
11 H 0.331 1.707 1.308  N4 1.044

---

Entry 7:
A cluster of 2 separate species, C3H4NOS2 in total. Source: the OMol25 dataset; level of theory: ωB97M-V with the def2-TZVPD basis set.

Properties
- Charge: -1
- Relative energy (zero: lowest compared OMol25 entry of this formula, charge and spin): 59.0 kcal/mol
- E_HOMO: -3.134 eV
- HOMO-LUMO gap: 6.49 eV
- E_tot: -1043.059317 hartree

Each atom is followed by the atoms it is bonded to, with distances in Å.
CARTESIAN COORDINATES (ANGSTROEM)
1 C 0.253 0.147 -1.460  N4 1.220, S7 1.629
2 C -0.118 -0.497 1.236  C3 1.398, O5 1.478, S6 1.715
3 C 0.975 0.201 0.714  C2 1.398, H8 1.104, H9 1.078
4 N -0.922 0.470 -1.516  C1 1.220, H11 1.000
5 O -1.520 -0.030 1.214  C2 1.478, H10 0.978
6 S 0.086 -1.949 2.124  C2 1.715
7 S 1.592 -0.172 -2.332  C1 1.629
8 H 1.954 -0.293 0.580  C3 1.104
9 H 0.929 1.271 0.593  C3 1.078
10 H -1.622 0.887 0.890  O5 0.978
11 H -1.607 -0.035 -2.042  N4 1.000

---

Entry 8:
A cluster of 2 separate species, C3H4NP in total. Source: the OMol25 dataset; level of theory: ωB97M-V with the def2-TZVPD basis set.

Properties
- Relative energy (zero: lowest compared OMol25 entry of this formula, charge and spin): 79.1 kcal/mol
- E_HOMO (alpha / beta): -9.541 / -9.540 eV
- HOMO-LUMO gap (alpha / beta): 7.07 / 7.07 eV
- E_tot: -512.649803 hartree

Each atom is followed by the atoms it is bonded to, with distances in Å.
CARTESIAN COORDINATES (ANGSTROEM)
1 C -3.059 0.945 -0.221  N4 1.184
2 C 0.727 0.043 -0.683  C3 1.452, P5 1.861, H6 1.067, H7 1.129
3 C 0.916 -0.266 0.723  C2 1.452, P5 1.774, H8 1.092, H9 1.174
4 N -2.156 0.184 -0.138  C1 1.184
5 P -0.136 -1.474 -0.038  C2 1.861, C3 1.774
6 H -0.090 0.679 -0.940  C2 1.067
7 H 1.570 -0.172 -1.403  C2 1.129
8 H 1.782 -0.536 1.332  C3 1.092
9 H 0.447 0.596 1.368  C3 1.174

---

Entry 9:
The ion C3H4NS with charge +1. Source: the OMol25 dataset; level of theory: ωB97M-V with the def2-TZVPD basis set.

Properties
- Charge: +1
- Relative energy (zero: lowest compared OMol25 entry of this formula, charge and spin): 220.0 kcal/mol
- E_HOMO (alpha / beta): -13.589 / -14.566 eV
- HOMO-LUMO gap (alpha / beta): 7.41 / 7.76 eV
- E_tot: -568.996868 hartree

Each atom is followed by the atoms it is bonded to, with distances in Å.
CARTESIAN COORDINATES (ANGSTROEM)
1 C 0.341 1.719 0.340  N4 1.354
2 C -2.337 0.650 -0.185  S5 1.578
3 C 0.049 -0.750 0.264  N4 1.541, S5 1.875, H6 1.107, H7 1.047
4 N 0.794 0.537 -0.140  C1 1.354, C3 1.541, H8 1.092, H9 1.022
5 S -1.816 -0.817 0.077  C2 1.578, C3 1.875
6 H 0.172 -1.648 -0.371  C3 1.107
7 H 0.289 -1.006 1.251  C3 1.047
8 H 0.698 0.800 -1.196  N4 1.092
9 H 1.810 0.515 -0.039  N4 1.022

---

Entry 10:
The ion C3H4NS with charge +1. Source: the OMol25 dataset; level of theory: ωB97M-V with the def2-TZVPD basis set.

Properties
- Charge: +1
- Relative energy (zero: lowest compared OMol25 entry of this formula, charge and spin): 131.6 kcal/mol
- E_HOMO: -14.007 eV
- HOMO-LUMO gap: 8.24 eV
- E_tot: -569.137830 hartree
- SMILES: C1#S2=C1[NH2+]C2

Each atom is followed by the atoms it is bonded to, with distances in Å.
CARTESIAN COORDINATES (ANGSTROEM)
1 C 1.970 0.987 0.139  S2 1.827, C3 1.244
2 S 1.772 -0.818 -0.067  C1 1.827, C3 2.122, C5 2.145
3 C 0.751 1.042 -0.099  C1 1.244, S2 2.122, N4 1.486
4 N -0.648 0.541 -0.091  C3 1.486, C5 1.455, H6 1.048, H7 1.010
5 C -0.364 -0.868 0.133  S2 2.145, N4 1.455, H8 1.028, H9 1.041
6 H -1.268 1.105 0.538  N4 1.048
7 H -1.051 0.792 -0.982  N4 1.010
8 H -0.596 -1.238 1.063  C5 1.028
9 H -0.568 -1.543 -0.633  C5 1.041

---

Entry 11:
The molecule C3H4O. Source: the OMol25 dataset; level of theory: ωB97M-V with the def2-TZVPD basis set.

Properties
- Relative energy (zero: lowest compared OMol25 entry of this formula, charge and spin): 38.1 kcal/mol
- E_HOMO: -10.219 eV
- HOMO-LUMO gap: 11.11 eV
- E_tot: -191.849196 hartree
- SMILES: C#CCO

Each atom is followed by the atoms it is bonded to, with distances in Å.
CARTESIAN COORDINATES (ANGSTROEM)
1 C -1.910 -0.250 -0.034  C2 1.210, H5 1.107
2 C -0.782 0.137 0.175  C1 1.210, C3 1.483
3 C 0.648 0.504 0.040  C2 1.483, O4 1.425, H6 1.113, H7 1.066
4 O 1.496 -0.640 0.116  C3 1.425, H8 0.976
5 H -2.915 -0.686 0.123  C1 1.107
6 H 0.920 0.940 1.027  C3 1.113
7 H 0.814 1.168 -0.778  C3 1.066
8 H 1.729 -1.171 -0.669  O4 0.976

---

Entry 12:
A cluster of 2 separate species, C3H4O in total. Source: the OMol25 dataset; level of theory: ωB97M-V with the def2-TZVPD basis set.

Properties
- Relative energy (zero: lowest compared OMol25 entry of this formula, charge and spin): 119.8 kcal/mol
- E_HOMO (alpha / beta): -7.753 / -9.159 eV
- HOMO-LUMO gap (alpha / beta): 7.55 / 9.16 eV
- E_tot: -191.719053 hartree

Each atom is followed by the atoms it is bonded to, with distances in Å.
CARTESIAN COORDINATES (ANGSTROEM)
1 C -1.695 0.791 -0.076  C2 1.199, H5 0.972
2 C -0.656 0.324 0.298  C1 1.199, C3 1.402
3 C 0.705 0.136 0.576  C2 1.402, O4 1.303, H7 1.153
4 O 1.596 0.714 -0.178  C3 1.303, H8 1.014
5 H -2.592 1.010 -0.381  C1 0.972
6 H 0.552 -1.870 -0.205  no bonds
7 H 1.125 -0.298 1.558  C3 1.153
8 H 1.091 0.838 -1.048  O4 1.014